This record from OMol25 describes a 2-piece molecular cluster, C4H6S2 overall. The level of theory is ωB97M-V/def2-TZVPD.

Last columns: bonded neighbours and bond lengths (Å).
Element x y z (Å)
1 C 0.662 0.091 1.192  C2 1.296, C3 1.435, S5 1.748
2 C 0.337 1.010 2.046  C1 1.296, H7 1.196, H8 1.082
3 C 0.861 -0.132 -0.212  C1 1.435, C4 1.350, S5 1.757
4 C 0.738 0.375 -1.457  C3 1.350, H9 1.107, H10 1.058
5 S 2.070 -0.876 0.824  C1 1.748, C3 1.757
6 S -1.342 -2.351 -0.444  H11 1.310, H12 1.266
7 H 0.668 0.970 3.194  C2 1.196
8 H -0.475 1.713 1.904  C2 1.082
9 H 1.500 0.352 -2.259  C4 1.107
10 H 0.019 1.122 -1.664  C4 1.058
11 H -2.518 -2.448 -1.012  S6 1.310
12 H -1.072 -3.410 -1.084  S6 1.266

<S²>: 2.01
Frontier orbital gap (spin up / spin down) (Ha): 0.235 / 0.232
2S+1: 3
Total charge: 0
E (eV): -25908.9619
ΔE to the lowest compared entry with this formula, charge and spin (kcal per mole): 76.97

This record from OMol25 describes one molecule with the formula C4H6S2. The level of theory is ωB97M-V/def2-TZVPD.

Last columns: bonded neighbours and bond lengths (Å).
Element x y z (Å)
1 C 0.332 0.489 1.204  C3 1.495, S5 1.783, H7 1.053, H8 1.103
2 C -0.653 -1.482 -0.130  C3 1.519, S6 1.716, H9 1.107
3 C -0.233 -0.024 -0.082  C1 1.495, C2 1.519, C4 1.558, S6 1.841
4 C 0.214 0.629 -1.425  C3 1.558, H10 1.074, H11 1.164, H12 1.098
5 S 0.683 -0.983 2.146  C1 1.783
6 S -2.023 -0.448 -0.160  C2 1.716, C3 1.841
7 H 1.253 0.995 1.146  C1 1.053
8 H -0.207 1.089 1.958  C1 1.103
9 H -0.354 -2.461 0.293  C2 1.107
10 H -0.367 0.210 -2.225  C4 1.074
11 H 1.325 0.301 -1.540  C4 1.164
12 H 0.029 1.684 -1.186  C4 1.098

<S²>: 2.01
Frontier orbital gap (spin up / spin down) (Ha): 0.294 / 0.254
2S+1: 3
Total charge: 0
E (eV): -25911.1580
ΔE to the lowest compared entry with this formula, charge and spin (kcal per mole): 26.33

This record from OMol25 describes a 2-piece molecular cluster, C4H7BrF2N2O overall. The level of theory is ωB97M-V/def2-TZVPD.

Last columns: bonded neighbours and bond lengths (Å).
Element x y z (Å)
1 N 1.751 1.174 -0.157  C2 1.348, H9 0.992, H10 1.028
2 C 1.116 0.000 -0.341  N1 1.348, O3 1.210, C4 1.456
3 O 0.973 -0.355 -1.489  C2 1.210
4 C 0.508 -0.712 0.774  C2 1.456, N5 1.413, C6 1.388
5 N -0.185 -1.838 0.274  C4 1.413, H11 1.049, H12 1.025
6 C 0.462 -0.421 2.130  C4 1.388, F7 1.312, F8 1.297
7 F 1.055 0.643 2.617  C6 1.312
8 F -0.062 -1.272 2.957  C6 1.297
9 H 1.878 1.596 0.731  N1 0.992
10 H 2.331 1.476 -0.951  N1 1.028
11 H 0.012 -1.878 -0.756  N5 1.049
12 H -0.395 -2.572 0.958  N5 1.025
13 C -1.914 0.785 -1.541  Br14 1.918, H15 1.136, H16 1.086, H17 1.094
14 Br -1.698 1.917 -0.008  C13 1.918
15 H -2.216 -0.153 -0.977  C13 1.136
16 H -0.946 0.513 -1.949  C13 1.086
17 H -2.667 1.100 -2.271  C13 1.094

Frontier orbital gap (Ha): 0.327
SMILES string: NC(=O)C(N)=C(F)F.CBr
Total charge: 0
E (eV): -84765.8249
ΔE to the lowest compared entry with this formula, charge and spin (kcal per mole): 2.00

This record from OMol25 describes an isolated ion of composition C4H7BrN3O2 and charge +1. The level of theory is ωB97M-V/def2-TZVPD.

Last columns: bonded neighbours and bond lengths (Å).
Element x y z (Å)
1 O -4.389 1.948 -0.043  N2 1.203
2 N -3.239 1.594 -0.037  O1 1.203, O3 1.455, C4 1.301
3 O -2.217 2.629 -0.045  N2 1.455, H11 0.963
4 C -2.893 0.341 -0.031  N2 1.301, Br5 1.847, C6 1.751
5 Br -4.049 -1.098 0.040  C4 1.847
6 C -1.200 -0.104 -0.005  C4 1.751, N7 1.268, N10 1.304
7 N -0.857 -1.292 -0.286  C6 1.268, C8 1.461, H12 0.994
8 C 0.578 -1.415 -0.041  N7 1.461, C9 1.547, H13 1.029, H14 1.063
9 C 1.043 0.053 0.107  C8 1.547, N10 1.534, H15 1.022, H16 1.072
10 N -0.289 0.813 0.173  C6 1.304, C9 1.534, H17 1.050
11 H -2.581 3.520 -0.010  O3 0.963
12 H -1.549 -2.002 -0.226  N7 0.994
13 H 1.152 -1.843 -0.780  C8 1.029
14 H 0.629 -2.085 0.782  C8 1.063
15 H 1.469 0.303 1.001  C9 1.022
16 H 1.697 0.309 -0.702  C9 1.072
17 H -0.357 1.857 0.085  N10 1.050

Frontier orbital gap (Ha): 0.345
SMILES string: O=[N+](O)C(Br)=C1NCCN1
Total charge: +1
E (eV): -82857.8149
ΔE to the lowest compared entry with this formula, charge and spin (kcal per mole): 88.27

This record from OMol25 describes an isolated ion of composition C4H7BrN3S and charge +1. The level of theory is ωB97M-V/def2-TZVPD.

Last columns: bonded neighbours and bond lengths (Å).
Element x y z (Å)
1 C -0.741 0.842 -0.848  C2 1.373, N5 1.344, H11 1.083
2 C 0.160 1.848 -0.605  C1 1.373, N6 1.323, H10 1.083
3 C 0.511 -1.534 1.650  N7 1.291, S8 1.756
4 C -0.007 -1.480 -1.200  N5 1.275, S8 1.732, H12 1.086
5 N -0.387 -0.294 -1.473  C1 1.344, C4 1.275, Br9 2.284
6 N -0.136 2.984 0.005  C2 1.323, H13 1.008, H15 1.009
7 N 0.602 -2.224 2.737  C3 1.291, H14 1.013, H16 1.018
8 S 0.216 -2.478 0.198  C3 1.756, C4 1.732
9 Br -0.558 -0.111 -3.743  N5 2.284
10 H 1.193 1.703 -0.897  C2 1.083
11 H -1.802 0.974 -0.670  C1 1.083
12 H 0.144 -2.129 -2.058  C4 1.086
13 H 0.574 3.677 0.181  N6 1.008
14 H 0.831 -1.731 3.592  N7 1.013
15 H -1.082 3.183 0.296  N6 1.009
16 H 0.481 -3.230 2.835  N7 1.018

Frontier orbital gap (spin up / spin down) (Ha): 0.236 / 0.236
Total charge: +1
E (eV): -89598.9641
ΔE to the lowest compared entry with this formula, charge and spin (kcal per mole): 64.30

This record from OMol25 describes an isolated ion of composition C4H7BrN3S and charge +1. The level of theory is ωB97M-V/def2-TZVPD.

Last columns: bonded neighbours and bond lengths (Å).
Element x y z (Å)
1 C -2.097 -0.186 -0.137  N5 1.240, S8 1.902, Br9 1.869
2 C 0.824 -2.158 -0.082  C3 1.364, N6 1.331, H10 1.082
3 C 0.110 -1.012 -0.274  C2 1.364, N5 1.341, H11 1.088
4 C -0.589 1.972 0.383  N7 1.312, S8 1.673, H12 1.085
5 N -1.206 -1.040 -0.018  C1 1.240, C3 1.341
6 N 2.128 -2.295 -0.310  C2 1.331, H13 1.004, H15 1.009
7 N 0.098 3.089 0.361  C4 1.312, H14 1.013, H16 1.010
8 S -1.748 1.578 -0.757  C1 1.902, C4 1.673
9 Br -3.906 -0.461 0.242  C1 1.869
10 H 0.301 -3.023 0.304  C2 1.082
11 H 0.578 -0.120 -0.686  C3 1.088
12 H -0.399 1.282 1.200  C4 1.085
13 H 2.569 -3.194 -0.233  N6 1.004
14 H -0.066 3.778 -0.363  N7 1.013
15 H 2.655 -1.541 -0.726  N6 1.009
16 H 0.748 3.330 1.096  N7 1.010

Frontier orbital gap (Ha): 0.261
Total charge: +1
E (eV): -89601.7526
ΔE to the lowest compared entry with this formula, charge and spin (kcal per mole): 0.00

This record from OMol25 describes an isolated ion of composition C4H7BrNS and charge +1. The level of theory is ωB97M-V/def2-TZVPD.

Last columns: bonded neighbours and bond lengths (Å).
Element x y z (Å)
1 C -1.369 -0.024 0.894  N2 1.419, H8 1.127, H9 1.059, H10 1.098
2 N -0.787 -0.159 -0.393  C1 1.419, C3 1.478, C5 1.465, H11 1.016
3 C 0.093 0.895 -0.940  N2 1.478, Br4 1.944, C5 1.490, H12 1.074
4 Br -0.084 1.152 -2.859  C3 1.944
5 C 0.650 -0.419 -0.513  N2 1.465, C3 1.490, C6 1.506, H13 1.187
6 C 1.678 -0.561 0.578  C5 1.506, S7 1.611, H14 1.059
7 S 1.803 0.220 1.981  C6 1.611
8 H -0.803 0.815 1.389  C1 1.127
9 H -2.425 0.064 0.875  C1 1.059
10 H -1.252 -0.895 1.551  C1 1.098
11 H -1.394 -0.407 -1.169  N2 1.016
12 H 0.399 1.624 -0.212  C3 1.074
13 H 1.022 -1.163 -1.360  C5 1.187
14 H 2.469 -1.143 0.180  C6 1.059

Frontier orbital gap (Ha): 0.305
SMILES string: C[N@H+]1[C@H](Br)[C@H]1C=S
Total charge: +1
E (eV): -86619.5220
ΔE to the lowest compared entry with this formula, charge and spin (kcal per mole): 73.00

This record from OMol25 describes an isolated ion of composition C4H7BrNS and charge +1. The level of theory is ωB97M-V/def2-TZVPD.

Last columns: bonded neighbours and bond lengths (Å).
Element x y z (Å)
1 C -1.037 1.007 0.581  N2 1.464, H8 1.037, H9 1.065, H10 1.067
2 N 0.107 0.490 -0.173  C1 1.464, C3 1.523, C6 1.541, H11 1.056
3 C -0.438 -0.546 -1.148  N2 1.523, C4 1.307, H12 1.096
4 C -0.094 -1.751 -0.777  C3 1.307, S5 1.745, H13 1.115
5 S 1.091 -1.862 0.499  C4 1.745, C6 1.789
6 C 1.259 -0.089 0.669  N2 1.541, S5 1.789, Br7 2.108, H14 1.083
7 Br 3.029 0.846 0.009  C6 2.108
8 H -1.497 0.171 0.989  C1 1.037
9 H -0.573 1.612 1.325  C1 1.065
10 H -1.794 1.610 0.132  C1 1.067
11 H 0.456 1.243 -0.826  N2 1.056
12 H -1.215 -0.114 -1.788  C3 1.096
13 H -0.455 -2.706 -1.224  C4 1.115
14 H 1.161 0.090 1.732  C6 1.083

Frontier orbital gap (Ha): 0.341
SMILES string: C[N@@H+]1C=CS[C@H]1Br
Total charge: +1
E (eV): -86620.6749
ΔE to the lowest compared entry with this formula, charge and spin (kcal per mole): 46.41

This record from OMol25 describes one molecule with the formula C4H7BrO3. The level of theory is ωB97M-V/def2-TZVPD.

Last columns: bonded neighbours and bond lengths (Å).
Element x y z (Å)
1 O 0.345 2.069 -0.415  C2 1.390, H9 0.910
2 C -0.230 0.874 0.001  O1 1.390, O3 1.436, C4 1.527, C6 1.661
3 O -1.204 1.168 1.015  C2 1.436, H10 0.977
4 C -0.780 -0.019 -1.108  C2 1.527, C5 1.494, H11 1.050, H12 1.108
5 C -0.191 -1.238 -0.476  C4 1.494, C6 1.494, H13 1.181, H14 1.046
6 C 0.676 -0.445 0.448  C2 1.661, C5 1.494, O7 1.405, Br8 1.981
7 O 0.684 -0.662 1.836  C6 1.405, H15 1.068
8 Br 2.516 -0.088 -0.194  C6 1.981
9 H 1.230 2.037 -0.625  O1 0.910
10 H -0.635 1.607 1.676  O3 0.977
11 H -0.341 0.237 -2.026  C4 1.050
12 H -1.874 -0.112 -1.259  C4 1.108
13 H -0.965 -1.852 0.172  C5 1.181
14 H 0.343 -1.898 -1.086  C5 1.046
15 H 0.427 -1.678 2.041  O7 1.068

Frontier orbital gap (Ha): 0.380
SMILES string: OC1(O)CC[C@@]1(O)Br
Total charge: 0
E (eV): -80445.0458
ΔE to the lowest compared entry with this formula, charge and spin (kcal per mole): 34.26

This record from OMol25 describes one molecule with the formula C4H7Cl. The level of theory is ωB97M-V/def2-TZVPD.

Last columns: bonded neighbours and bond lengths (Å).
Element x y z (Å)
1 Cl -2.608 -0.002 -0.066  C2 1.738
2 C -0.926 -0.008 0.373  Cl1 1.738, C3 1.541, C5 1.593, H6 1.109
3 C 0.029 1.057 -0.201  C2 1.541, C4 1.563, H7 1.124, H8 1.085
4 C 1.148 0.003 0.077  C3 1.563, C5 1.516, H9 1.076, H10 1.104
5 C 0.111 -1.063 -0.218  C2 1.593, C4 1.516, H11 1.103, H12 1.096
6 H -0.895 -0.088 1.479  C2 1.109
7 H 0.051 2.095 0.231  C3 1.124
8 H -0.102 1.124 -1.276  C3 1.085
9 H 2.005 0.071 -0.569  C4 1.076
10 H 1.357 0.052 1.160  C4 1.104
11 H -0.229 -1.197 -1.259  C5 1.103
12 H 0.058 -2.044 0.268  C5 1.096

Frontier orbital gap (Ha): 0.419
SMILES string: ClC1CCC1
Total charge: 0
E (eV): -16783.0530
ΔE to the lowest compared entry with this formula, charge and spin (kcal per mole): 7.34

What is the total charge in the sixth record? +1

What did the third record say?
This record from OMol25 describes a 2-piece molecular cluster, C4H7BrF2N2O overall. The level of theory is ωB97M-V/def2-TZVPD.

Last columns: bonded neighbours and bond lengths (Å).
Element x y z (Å)
1 N 1.751 1.174 -0.157  C2 1.348, H9 0.992, H10 1.028
2 C 1.116 0.000 -0.341  N1 1.348, O3 1.210, C4 1.456
3 O 0.973 -0.355 -1.489  C2 1.210
4 C 0.508 -0.712 0.774  C2 1.456, N5 1.413, C6 1.388
5 N -0.185 -1.838 0.274  C4 1.413, H11 1.049, H12 1.025
6 C 0.462 -0.421 2.130  C4 1.388, F7 1.312, F8 1.297
7 F 1.055 0.643 2.617  C6 1.312
8 F -0.062 -1.272 2.957  C6 1.297
9 H 1.878 1.596 0.731  N1 0.992
10 H 2.331 1.476 -0.951  N1 1.028
11 H 0.012 -1.878 -0.756  N5 1.049
12 H -0.395 -2.572 0.958  N5 1.025
13 C -1.914 0.785 -1.541  Br14 1.918, H15 1.136, H16 1.086, H17 1.094
14 Br -1.698 1.917 -0.008  C13 1.918
15 H -2.216 -0.153 -0.977  C13 1.136
16 H -0.946 0.513 -1.949  C13 1.086
17 H -2.667 1.100 -2.271  C13 1.094

Frontier orbital gap (Ha): 0.327
SMILES string: NC(=O)C(N)=C(F)F.CBr
Total charge: 0
E (eV): -84765.8249
ΔE to the lowest compared entry with this formula, charge and spin (kcal per mole): 2.00

Look up the total charge of the third one. 0